# 1
Density functional theory data (the ωB97M-V functional and the def2-TZVPD basis) for a 2-piece molecular cluster, CH3O3 overall.

Geometry as XYZ:
```
7
CH3O3, DFT the ωB97M-V functional and the def2-TZVPD basis
H -0.04 2.59 0.40
O 0.52 -0.89 0.67
C 0.24 -1.16 -0.50
O -0.47 1.95 0.92
H -0.09 1.11 0.57
O -0.27 -0.38 -1.25
H 0.48 -2.17 -0.79
```

Values from the calculation:
- charge = -1
- LUMO (eV) = 4.550
- molar mass (g mol⁻¹) = 63.03
- DFT total energy (Ha) = -265.67970
- HOMO (eV) = -4.05
- ΔE to the lowest compared entry with this formula, charge and spin (eV) = 0.4931



# 2
Density functional theory data (the ωB97M-V functional and the def2-TZVPD basis) for a 2-piece molecular cluster, CH3O3P overall.

Geometry as XYZ:
```
8
CH3O3P, DFT the ωB97M-V functional and the def2-TZVPD basis
H 1.72 -1.21 -0.15
H 1.06 0.03 1.29
O -3.27 -0.30 -0.06
O -0.98 -0.77 0.24
H 0.82 1.52 -0.56
C 1.23 -0.26 0.15
O 1.36 0.68 -0.81
P -1.95 0.31 -0.10
```

Values from the calculation:
- charge = 0
- LUMO (spin up / spin down) (eV) = -1.539 / -1.538
- molar mass (g mol⁻¹) = 94.01
- DFT total energy (Ha) = -606.90982
- HOMO (spin up / spin down) (eV) = -9.10 / -9.10
- ΔE to the lowest compared entry with this formula, charge and spin (eV) = 3.1402



# 3
Density functional theory data (the ωB97M-V functional and the def2-TZVPD basis) for a 2-piece molecular cluster, CH3O3PS overall.

Geometry as XYZ:
```
9
CH3O3PS, DFT the ωB97M-V functional and the def2-TZVPD basis
H 0.95 -0.84 0.09
H 0.09 0.41 1.04
O -2.63 -2.43 0.14
P -3.28 1.53 0.43
S -2.51 -1.17 -0.53
C 0.18 -0.05 0.05
O -2.47 1.87 -0.75
O -3.32 -0.14 0.51
H 0.36 0.62 -0.79
```

Values from the calculation:
- charge = 0
- LUMO (spin up / spin down) (eV) = -1.204 / -0.725
- molar mass (g mol⁻¹) = 126.07
- DFT total energy (Ha) = -1005.08271
- HOMO (spin up / spin down) (eV) = -9.48 / -8.89
- ΔE to the lowest compared entry with this formula, charge and spin (eV) = 3.1422



# 4
Density functional theory data (the ωB97M-V functional and the def2-TZVPD basis) for one molecule with the formula CH3O3PS.

Geometry as XYZ:
```
9
CH3O3PS, DFT the ωB97M-V functional and the def2-TZVPD basis
S -0.54 -1.98 1.81
O 0.59 1.15 -1.11
H -1.32 0.59 2.21
P -0.83 -0.62 0.45
O -1.25 0.76 1.26
H 0.21 1.79 -0.50
O 1.16 -0.98 -1.33
C 0.66 -0.06 -0.55
H 1.33 -0.64 -2.23
```

Values from the calculation:
- charge = 0
- LUMO (spin up / spin down) (eV) = 0.641 / -2.221
- molar mass (g mol⁻¹) = 126.07
- DFT total energy (Ha) = -1005.09679
- <S²> = 2.0103
- HOMO (spin up / spin down) (eV) = -6.72 / -9.68
- ΔE to the lowest compared entry with this formula, charge and spin (eV) = 0.6081
- 2S+1 = 3



# 5
Density functional theory data (the ωB97M-V functional and the def2-TZVPD basis) for an isolated ion of composition CH3O3S and charge -1.

Geometry as XYZ:
```
8
CH3O3S, DFT the ωB97M-V functional and the def2-TZVPD basis
C 0.96 -0.04 -0.01
O -1.21 -0.62 -1.20
H 1.11 0.68 -0.87
H 1.32 -1.04 -0.06
H 1.33 0.44 0.82
O -1.26 -0.84 1.16
O -1.40 1.41 0.11
S -0.85 0.01 0.04
```

Values from the calculation:
- charge = -1
- LUMO (eV) = 4.139
- molar mass (g mol⁻¹) = 95.10
- DFT total energy (Ha) = -663.86761
- HOMO (eV) = -4.39
- ΔE to the lowest compared entry with this formula, charge and spin (eV) = 0.1019



# 6
Density functional theory data (the ωB97M-V functional and the def2-TZVPD basis) for CH3O3Si as an isolated structure.

Geometry as XYZ:
```
8
CH3O3Si, DFT the ωB97M-V functional and the def2-TZVPD basis
H 0.68 1.83 0.28
O 1.45 1.13 0.25
H -1.01 -1.11 1.59
Si -0.96 -0.42 -0.18
O -1.53 1.04 -0.33
O 1.87 -0.89 -0.44
H -1.52 -1.51 -1.01
C 1.03 -0.07 -0.16
```

Values from the calculation:
- charge = -1
- LUMO (eV) = 4.162
- molar mass (g mol⁻¹) = 91.12
- DFT total energy (Ha) = -555.17368
- HOMO (eV) = -4.17
- ΔE to the lowest compared entry with this formula, charge and spin (eV) = 1.3688



# 7
Density functional theory data (the ωB97M-V functional and the def2-TZVPD basis) for CH3O3Si as an isolated structure.

Geometry as XYZ:
```
8
CH3O3Si, DFT the ωB97M-V functional and the def2-TZVPD basis
O -1.88 -0.53 1.86
Si 0.36 -0.10 0.17
H 1.29 1.03 0.59
H 0.75 -0.34 -2.40
O 0.98 -1.47 0.06
C -1.24 0.37 1.36
O -1.26 1.56 1.54
H 1.00 -0.53 -3.17
```

Values from the calculation:
- charge = -1
- LUMO (spin up / spin down) (eV) = 3.324 / 3.324
- molar mass (g mol⁻¹) = 91.12
- DFT total energy (Ha) = -555.13135
- HOMO (spin up / spin down) (eV) = -3.94 / -3.94
- ΔE to the lowest compared entry with this formula, charge and spin (eV) = 2.5205



# 8
Density functional theory data (the ωB97M-V functional and the def2-TZVPD basis) for an isolated ion of composition CH3O4S2 and charge -1.

Geometry as XYZ:
```
10
CH3O4S2, DFT the ωB97M-V functional and the def2-TZVPD basis
S 0.67 -0.78 -0.98
O -0.37 -1.92 -0.55
S -0.60 0.96 -0.63
O 0.28 2.16 -0.64
O 0.99 -0.80 -2.39
H -1.18 1.08 1.72
O 1.79 -0.64 -0.06
C -0.68 0.35 1.09
H 0.34 0.17 1.41
H -1.22 -0.58 1.03
```

Values from the calculation:
- charge = -1
- LUMO (eV) = 3.467
- molar mass (g mol⁻¹) = 143.17
- DFT total energy (Ha) = -1137.27913
- HOMO (eV) = -5.03
- ΔE to the lowest compared entry with this formula, charge and spin (eV) = 1.0122



# 9
Density functional theory data (the ωB97M-V functional and the def2-TZVPD basis) for an isolated ion of composition CH3OS2 and charge -1.

Geometry as XYZ:
```
7
CH3OS2, DFT the ωB97M-V functional and the def2-TZVPD basis
C -0.92 -0.14 -0.02
H -1.20 -0.32 -1.14
S 2.08 -1.24 0.20
H -1.30 0.67 0.43
H -1.25 -1.07 0.49
S 1.16 0.42 -0.41
O 1.43 1.68 0.44
```

Values from the calculation:
- charge = -1
- LUMO (eV) = 3.946
- molar mass (g mol⁻¹) = 95.17
- DFT total energy (Ha) = -911.51165
- HOMO (eV) = -3.02
- ΔE to the lowest compared entry with this formula, charge and spin (eV) = 0.5385



# 10
Density functional theory data (the ωB97M-V functional and the def2-TZVPD basis) for one molecule with the formula CH3P.

Geometry as XYZ:
```
5
CH3P, DFT the ωB97M-V functional and the def2-TZVPD basis
C 0.53 -0.18 0.11
H -1.61 0.56 -0.38
H 0.59 -0.48 -0.95
P -0.99 0.53 0.78
H 1.48 -0.44 0.44
```

Values from the calculation:
- charge = 0
- LUMO (eV) = -0.194
- molar mass (g mol⁻¹) = 46.01
- DFT total energy (Ha) = -381.16952
- HOMO (eV) = -9.44
- ΔE to the lowest compared entry with this formula, charge and spin (eV) = 0.4997



# 11
Density functional theory data (the ωB97M-V functional and the def2-TZVPD basis) for a 2-piece molecular cluster, CH3PS overall.

Geometry as XYZ:
```
6
CH3PS, DFT the ωB97M-V functional and the def2-TZVPD basis
P -0.03 0.55 0.10
H -1.00 0.32 -0.79
C 3.01 0.02 3.60
H -0.22 1.92 0.51
H -1.08 0.02 0.92
S 1.99 -0.63 2.70
```

Values from the calculation:
- charge = 0
- LUMO (eV) = 0.072
- molar mass (g mol⁻¹) = 78.08
- DFT total energy (Ha) = -779.31432
- HOMO (eV) = -10.26
- ΔE to the lowest compared entry with this formula, charge and spin (eV) = 2.7207



# 12
Density functional theory data (the ωB97M-V functional and the def2-TZVPD basis) for one molecule with the formula CH3PS.

Geometry as XYZ:
```
6
CH3PS, DFT the ωB97M-V functional and the def2-TZVPD basis
C 0.05 -0.48 0.01
H 0.28 1.94 0.27
H 0.48 -1.33 -0.53
P 0.57 1.11 -0.84
S -1.78 -0.74 0.05
H 0.40 -0.50 1.04
```

Values from the calculation:
- charge = 0
- LUMO (spin up / spin down) (eV) = -1.503 / -2.076
- molar mass (g mol⁻¹) = 78.08
- DFT total energy (Ha) = -779.33623
- HOMO (spin up / spin down) (eV) = -9.41 / -8.93
- ΔE to the lowest compared entry with this formula, charge and spin (eV) = 2.1243



# 13
Density functional theory data (the ωB97M-V functional and the def2-TZVPD basis) for one molecule with the formula CH4.

Geometry as XYZ:
```
5
CH4, DFT the ωB97M-V functional and the def2-TZVPD basis
H -0.18 1.06 -0.19
C 0.00 -0.04 0.00
H 0.67 -0.41 -0.78
H 0.56 -0.11 0.94
H -1.05 -0.50 0.03
```

Values from the calculation:
- charge = 0
- LUMO (eV) = 1.305
- molar mass (g mol⁻¹) = 16.04
- DFT total energy (Ha) = -40.48559
- HOMO (eV) = -12.85
- ΔE to the lowest compared entry with this formula, charge and spin (eV) = 0.1473



# 14
Density functional theory data (the ωB97M-V functional and the def2-TZVPD basis) for one molecule with the formula CH4BCl.

Geometry as XYZ:
```
7
CH4BCl, DFT the ωB97M-V functional and the def2-TZVPD basis
H -0.06 0.86 -1.31
H 0.02 1.72 0.28
Cl -1.79 0.26 0.20
H 0.17 -0.91 1.53
B -0.19 -0.71 0.32
H -0.09 -1.76 -0.23
C -0.17 0.74 -0.32
```

Values from the calculation:
- charge = 0
- LUMO (eV) = 0.732
- molar mass (g mol⁻¹) = 62.31
- DFT total energy (Ha) = -525.47671
- HOMO (eV) = -10.43
- ΔE to the lowest compared entry with this formula, charge and spin (eV) = 2.0536



# 15
Density functional theory data (the ωB97M-V functional and the def2-TZVPD basis) for CH4BiO as an isolated structure.

Geometry as XYZ:
```
7
CH4BiO, DFT the ωB97M-V functional and the def2-TZVPD basis
H -0.44 1.33 0.32
H -0.62 -1.16 1.24
C 0.35 0.78 -0.22
H 1.27 0.64 0.38
Bi -0.34 -1.15 -1.16
H 0.63 1.45 -1.04
O -0.85 -1.89 0.49
```

Values from the calculation:
- charge = +1
- LUMO (eV) = -7.200
- molar mass (g mol⁻¹) = 241.02
- DFT total energy (Ha) = -330.00590
- HOMO (eV) = -15.63



# 16
Density functional theory data (the ωB97M-V functional and the def2-TZVPD basis) for CH4Br2OSi as an isolated structure.

Geometry as XYZ:
```
9
CH4Br2OSi, DFT the ωB97M-V functional and the def2-TZVPD basis
Br -2.81 -0.26 -2.59
Br -1.01 2.35 -2.93
Si 0.67 0.37 2.29
H -1.59 1.14 -0.80
H -0.41 0.19 -1.98
H -0.58 0.32 3.11
C -1.37 0.82 -1.95
H 1.66 -0.58 2.77
O 0.95 1.02 0.91
```

Values from the calculation:
- charge = 0
- LUMO (eV) = -0.824
- molar mass (g mol⁻¹) = 219.94
- DFT total energy (Ha) = -5553.20948
- HOMO (eV) = -10.00
- ΔE to the lowest compared entry with this formula, charge and spin (eV) = 3.6583



# 17
Density functional theory data (the ωB97M-V functional and the def2-TZVPD basis) for a 2-piece molecular cluster, CH4BrN2O overall.

Geometry as XYZ:
```
9
CH4BrN2O, DFT the ωB97M-V functional and the def2-TZVPD basis
O 1.29 -0.44 1.63
N 0.27 -1.24 1.55
H 2.07 -1.12 1.37
H -1.65 -0.11 -2.12
C -0.39 0.40 -0.63
H -0.87 1.49 -2.18
Br 0.99 1.42 -0.07
H -0.59 -1.08 2.13
N -1.11 0.66 -1.68
```

Values from the calculation:
- charge = +1
- LUMO (spin up / spin down) (eV) = -5.194 / -7.024
- molar mass (g mol⁻¹) = 139.96
- DFT total energy (Ha) = -2798.77455
- HOMO (spin up / spin down) (eV) = -14.74 / -13.86
- ΔE to the lowest compared entry with this formula, charge and spin (eV) = 4.3527



# 18
Density functional theory data (the ωB97M-V functional and the def2-TZVPD basis) for a 2-piece molecular cluster, CH4BrN2O overall.

Geometry as XYZ:
```
9
CH4BrN2O, DFT the ωB97M-V functional and the def2-TZVPD basis
N 1.42 1.02 -0.44
H 0.21 2.11 -1.28
C -0.42 -0.43 0.15
H 1.85 0.93 0.49
O 0.68 2.07 -0.48
N -0.56 -1.63 0.56
H 0.25 -2.33 0.78
H -1.43 -2.22 0.45
Br -2.01 0.50 -0.24
```

Values from the calculation:
- charge = +1
- LUMO (spin up / spin down) (eV) = -6.443 / -6.439
- molar mass (g mol⁻¹) = 139.96
- DFT total energy (Ha) = -2798.81641
- HOMO (spin up / spin down) (eV) = -14.59 / -14.59
- ΔE to the lowest compared entry with this formula, charge and spin (eV) = 3.2138



# 19
Density functional theory data (the ωB97M-V functional and the def2-TZVPD basis) for an isolated ion of composition CH4BrN4 and charge +1.

Geometry as XYZ:
```
10
CH4BrN4, DFT the ωB97M-V functional and the def2-TZVPD basis
N 1.00 -0.65 -0.14
Br 2.24 1.54 1.32
N -1.40 -1.24 -0.10
H 0.89 3.14 0.41
N 2.10 -0.14 0.10
H 2.72 -0.43 -0.70
H -1.63 -1.92 0.48
N 0.80 2.30 1.06
C -0.16 -0.83 -0.06
H -2.08 -0.94 -0.82
```

Values from the calculation:
- charge = +1
- LUMO (eV) = -5.468
- molar mass (g mol⁻¹) = 151.98
- DFT total energy (Ha) = -2833.04421
- HOMO (eV) = -14.05
- ΔE to the lowest compared entry with this formula, charge and spin (eV) = 4.3947



# 20
Density functional theory data (the ωB97M-V functional and the def2-TZVPD basis) for an isolated ion of composition CH4BrN4 and charge +1.

Geometry as XYZ:
```
10
CH4BrN4, DFT the ωB97M-V functional and the def2-TZVPD basis
H -1.50 -0.46 -1.44
N 1.53 1.79 -0.19
Br 2.88 -0.14 0.04
H -1.94 -0.73 0.27
C -0.31 0.41 -0.27
N -1.36 -0.28 -0.48
N 1.37 -1.00 -0.42
H 1.94 2.42 0.50
H 0.95 -1.64 0.37
N 0.41 1.38 -0.08
```

Values from the calculation:
- charge = +1
- LUMO (spin up / spin down) (eV) = -6.128 / -6.128
- molar mass (g mol⁻¹) = 151.98
- DFT total energy (Ha) = -2833.06057
- HOMO (spin up / spin down) (eV) = -14.20 / -14.21
- ΔE to the lowest compared entry with this formula, charge and spin (eV) = 3.9494